*w*
This record from OMol25 describes a 2-piece molecular cluster, C3H7N4 overall. The level of theory is the ωB97M-V functional and the def2-TZVPD basis.

Output
**HOMO-LUMO gap (spin up / spin down)**: 8.143 / 8.144 eV
**LUMO (spin up / spin down)**: -0.202 / -0.202 hartree

ORCA input file:
```
! RIJCOSX wB97M-V def2-TZVPD def2/J DEFGRID3
* xyz 1 1
C -1.696 -0.930 0.072
C -1.515 0.402 0.347
C 2.148 -0.537 0.329
N -1.430 -1.960 -0.381
N -2.372 1.266 0.153
N 0.375 0.683 -0.749
N 1.184 -0.323 -0.639
H 2.251 0.364 0.892
H 1.730 -1.376 0.924
H 3.140 -0.908 -0.083
H -3.344 0.939 0.232
H 0.733 1.271 -0.049
H -2.229 2.283 0.204
H 1.024 -1.175 -1.253
*
```

*x*
This record from OMol25 describes an isolated ion of composition C3H7N4 and charge +1. The level of theory is the ωB97M-V functional and the def2-TZVPD basis.

Output
**HOMO-LUMO gap**: 8.196 eV
**LUMO**: -0.197 hartree
**Structure (SMILES)**: [H]/N=N/C=[NH+]/N=C/C

ORCA input file:
```
! RIJCOSX wB97M-V def2-TZVPD def2/J DEFGRID3
* xyz 1 1
H -5.215 0.559 -0.758
N -4.619 0.277 0.157
N -3.533 -0.078 -0.117
C -2.358 -0.581 0.006
N -1.235 0.150 0.075
N 0.012 -0.510 0.109
C 1.065 0.326 -0.053
C 2.458 -0.157 0.050
H -2.116 -1.572 -0.143
H -1.401 1.187 0.236
H 0.736 1.458 -0.242
H 2.908 0.102 0.981
H 3.209 0.228 -0.571
H 2.480 -1.280 0.140
*
```

*y*
This record from OMol25 describes an isolated ion of composition C3H7N4 and charge +1. The level of theory is the ωB97M-V functional and the def2-TZVPD basis.

Output
**HOMO-LUMO gap**: 9.917 eV
**LUMO**: -0.162 hartree
**Structure (SMILES)**: [H]/N=N/N1C=[NH+]CC1

ORCA input file:
```
! RIJCOSX wB97M-V def2-TZVPD def2/J DEFGRID3
* xyz 1 1
H -2.019 -1.176 -3.462
N -1.753 -0.747 -2.618
N -0.635 -0.945 -2.251
N -0.302 -0.163 -0.885
C -1.162 0.195 0.052
N -0.564 0.493 1.167
C 0.798 0.229 1.101
C 1.007 -0.069 -0.362
H -2.297 0.295 -0.095
H -0.997 0.358 2.067
H 1.039 -0.595 1.870
H 1.333 1.200 1.267
H 1.530 0.858 -0.734
H 1.743 -0.953 -0.566
*
```

*z*
This record from OMol25 describes a 2-piece molecular cluster, C3H7N4 overall. The level of theory is the ωB97M-V functional and the def2-TZVPD basis.

Output
**HOMO-LUMO gap**: 9.672 eV
**LUMO**: -0.162 hartree

ORCA input file:
```
! RIJCOSX wB97M-V def2-TZVPD def2/J DEFGRID3
* xyz 1 1
C 2.222 0.510 1.201
C 1.814 1.233 0.020
C 0.379 -0.840 0.935
N 1.517 -0.591 1.550
N -0.164 0.085 0.094
N -2.409 -0.465 -1.100
N 0.523 1.025 -0.410
H 3.188 0.514 1.767
H 2.305 1.976 -0.642
H -0.117 -1.868 1.055
H -2.338 -1.350 -1.537
H -1.476 -0.116 -0.431
H -3.360 -0.336 -0.745
H -2.085 0.222 -1.758
*
```

We find *z* to be the most stable, with the next structure 1.119 eV higher.